[1]
Molecular formula: C27H58O4OsP2Si
Method: DFT, ωB97M-V/def2-TZVPD

The calculation puts the total energy at -66035.0892 eV. The spin multiplicity is 5. The net charge is +2. For the HOMO-LUMO gap (spin up / spin down), the calculation gives 6.22 / 4.55 eV.

Element x y z (Å)
P  2.756  0.160  -2.788
P  0.560  -2.977  -3.341
C  3.029  -1.528  -3.601
C  1.777  -2.039  -4.332
H  3.374  -2.217  -2.807
H  3.856  -1.429  -4.326
H  1.256  -1.211  -4.839
H  2.105  -2.710  -5.138
C  1.176  -4.599  -2.898
H  0.503  -5.045  -2.150
H  2.178  -4.499  -2.459
H  1.227  -5.267  -3.751
C  -0.759  -3.325  -4.622
H  -0.430  -3.974  -5.448
H  -1.130  -2.375  -5.039
H  -1.609  -3.811  -4.111
C  4.539  0.587  -2.636
H  4.651  1.562  -2.153
H  5.012  0.610  -3.624
H  4.959  -0.199  -2.012
C  2.334  1.181  -4.299
H  1.324  0.970  -4.663
H  3.040  1.010  -5.141
H  2.383  2.248  -4.049
Os  1.999  0.238  -0.853
C  -3.077  -2.478  -0.328
C  -1.973  -3.078  0.126
C  -0.704  -2.639  0.727
C  0.341  -3.130  -0.280
C  0.007  -2.404  -1.654
C  -1.042  -1.849  -2.529
C  -2.525  -1.581  -2.577
C  -3.065  -1.258  -1.173
C  2.048  2.307  -0.975
H  -4.050  -2.946  -0.150
H  -2.008  -4.206  0.061
H  -0.569  -3.129  1.704
H  -0.593  -1.562  0.873
H  1.342  -2.803  0.064
H  0.402  -4.232  -0.422
H  0.731  -1.419  -1.426
H  -0.619  -0.875  -2.904
H  -3.076  -2.346  -3.138
H  -2.660  -0.686  -3.201
H  -2.395  -0.545  -0.670
H  -4.073  -0.822  -1.270
H  1.718  2.843  -0.066
H  1.559  2.734  -1.881
H  3.151  2.469  -1.083
C  2.734  3.125  3.421
C  1.823  1.914  3.550
C  2.567  0.625  3.216
C  1.309  1.841  4.981
O  0.718  2.153  2.622
Si  -0.186  1.062  1.742
O  0.583  0.365  0.523
O  -0.726  -0.073  2.842
C  -1.867  -0.024  3.749
C  -1.550  -1.051  4.834
C  -2.047  1.370  4.334
C  -3.138  -0.403  3.003
O  -1.559  1.869  1.290
C  -1.925  2.920  0.356
C  -1.653  2.483  -1.074
C  -3.419  3.140  0.533
C  -1.168  4.202  0.687
H  3.601  3.000  4.078
H  2.204  4.035  3.729
H  3.095  3.247  2.395
H  3.442  0.550  3.877
H  1.935  -0.255  3.394
H  2.920  0.621  2.175
H  0.704  2.720  5.235
H  0.740  0.921  5.165
H  2.175  1.823  5.655
H  -0.624  -0.812  5.368
H  -2.362  -1.082  5.569
H  -1.442  -2.054  4.406
H  -2.315  2.083  3.550
H  -2.861  1.349  5.069
H  -1.142  1.721  4.837
H  -3.382  0.361  2.260
H  -3.046  -1.375  2.509
H  -3.969  -0.453  3.716
H  -2.305  1.648  -1.365
H  -1.867  3.328  -1.742
H  -0.601  2.183  -1.221
H  -3.651  3.513  1.538
H  -3.769  3.882  -0.193
H  -3.974  2.208  0.361
H  -1.421  4.547  1.699
H  -0.083  4.068  0.609
H  -1.478  4.974  -0.029

Löwdin population analysis, charges in e, atoms 1 to 4: P 0.588; P 0.931; C -0.341; C -0.304


[2]
Molecular formula: C27H59IO13S8
Method: DFT, ωB97M-V/def2-TZVPD

The calculation puts the total energy at -150345.6302 eV. The spin multiplicity is 1. For the HOMO-LUMO gap, the calculation gives 7.15 eV.

Element x y z (Å)
O  -0.347  -3.975  2.774
C  -0.975  -4.098  1.696
O  -0.786  -5.260  0.900
C  -2.018  -2.962  1.275
C  -1.416  -1.787  0.385
C  -2.140  -1.248  -0.734
C  -3.574  -1.798  -1.224
C  -4.838  -0.904  -0.768
C  -4.855  -0.867  0.837
O  -6.077  -0.206  1.243
C  -1.546  -0.023  -1.607
O  -2.225  0.498  -2.539
C  -0.118  0.610  -1.315
C  0.621  0.081  -0.231
I  2.593  0.927  0.267
C  0.027  -1.120  0.674
O  0.785  -1.509  1.605
H  -0.781  -4.962  -0.043
H  -2.930  -3.481  0.833
H  -2.376  -2.477  2.260
H  -3.753  -2.896  -0.983
H  -3.539  -1.727  -2.377
H  -5.767  -1.423  -1.216
H  -4.745  0.113  -1.272
H  -4.773  -1.958  1.196
H  -3.952  -0.296  1.231
H  -5.845  0.217  2.107
H  0.253  1.477  -1.953
C  5.715  3.845  3.433
S  4.990  3.656  1.790
O  5.158  2.223  1.391
C  6.249  4.612  0.919
H  5.105  3.288  4.145
H  6.732  3.449  3.439
H  5.720  4.899  3.709
H  7.234  4.169  1.084
H  6.236  5.643  1.277
H  6.019  4.596  -0.147
C  3.982  -3.115  5.476
S  4.596  -3.025  3.780
O  6.054  -2.699  3.848
C  3.722  -1.507  3.345
H  4.434  -3.980  5.961
H  4.256  -2.209  6.021
H  2.897  -3.233  5.464
H  4.012  -0.702  4.023
H  2.645  -1.677  3.403
H  3.989  -1.234  2.323
C  2.766  5.001  -3.904
S  1.683  3.560  -4.023
O  1.902  2.734  -2.795
C  2.575  2.765  -5.375
H  2.415  5.629  -3.085
H  3.790  4.682  -3.704
H  2.723  5.566  -4.837
H  3.612  2.585  -5.083
H  2.539  3.401  -6.260
H  2.091  1.813  -5.596
C  -8.068  -5.797  0.105
S  -7.246  -4.201  -0.085
O  -5.880  -4.460  -0.636
C  -7.064  -3.874  1.681
H  -8.248  -6.212  -0.886
H  -7.433  -6.478  0.674
H  -9.022  -5.656  0.617
H  -6.490  -4.675  2.152
H  -8.051  -3.797  2.141
H  -6.535  -2.928  1.804
C  -1.442  2.518  2.264
S  -3.073  2.426  3.015
O  -4.013  1.992  1.941
C  -3.292  4.203  3.246
H  -1.129  1.506  2.003
H  -1.478  3.129  1.360
H  -0.733  2.943  2.976
H  -3.214  4.717  2.285
H  -2.532  4.578  3.935
H  -4.281  4.377  3.670
C  1.170  3.059  -11.161
S  1.213  1.812  -9.855
O  0.627  2.429  -8.627
C  3.007  1.810  -9.657
H  0.128  3.250  -11.420
H  1.632  3.983  -10.810
H  1.698  2.684  -12.040
H  3.355  2.812  -9.399
H  3.476  1.476  -10.584
H  3.265  1.119  -8.853
C  3.402  8.063  4.891
S  3.387  6.275  4.638
O  3.724  6.022  3.204
C  1.602  6.075  4.817
H  4.427  8.417  4.784
H  2.770  8.550  4.146
H  3.044  8.291  5.896
H  1.082  6.685  4.076
H  1.301  6.368  5.824
H  1.355  5.024  4.657
C  0.355  -9.943  -0.594
S  -1.282  -10.035  0.163
O  -2.243  -10.459  -0.900
C  -1.481  -8.256  0.395
H  0.669  -10.952  -0.862
H  0.316  -9.325  -1.494
H  1.064  -9.522  0.121
H  -1.406  -7.744  -0.566
H  -0.713  -7.889  1.077
H  -2.465  -8.072  0.827

Löwdin population analysis, charges in e, atoms 1 to 4: O 0.059; C -0.387; O 0.034; C -0.038


[3]
Molecular formula: C27H59N5O29S6
Method: DFT, ωB97M-V/def2-TZVPD

The calculation puts the total energy at -160791.3158 eV. The spin multiplicity is 1. For the HOMO-LUMO gap, the calculation gives 9.46 eV.

Element x y z (Å)
C  7.193  -3.221  -4.871
C  5.766  -2.762  -4.535
O  4.889  -2.732  -5.377
N  5.614  -2.366  -3.259
C  4.393  -1.808  -2.703
H  7.813  -2.322  -4.886
H  7.216  -3.656  -5.866
H  7.608  -3.923  -4.148
H  6.408  -2.482  -2.656
H  3.736  -2.641  -2.433
H  3.840  -1.239  -3.445
H  4.632  -1.231  -1.815
C  1.508  3.424  3.101
C  0.126  2.922  2.781
O  -0.165  1.720  2.910
N  -0.845  3.806  2.544
C  -0.694  5.124  1.924
H  1.634  3.435  4.185
H  1.722  4.443  2.782
H  2.213  2.742  2.628
H  -1.751  3.402  2.367
H  -1.682  5.412  1.552
H  -0.125  5.059  0.997
H  -0.464  5.867  2.684
C  1.459  0.625  6.480
C  2.480  -0.109  5.606
O  3.368  -0.757  6.133
N  2.309  0.057  4.288
C  3.114  -0.473  3.209
H  0.841  1.314  5.901
H  2.033  1.186  7.214
H  0.825  -0.120  6.957
H  1.626  0.737  3.999
H  2.814  0.090  2.328
H  3.033  -1.544  3.021
H  4.174  -0.310  3.415
C  -1.719  3.362  -1.192
C  -1.596  4.014  -2.561
O  -1.402  3.381  -3.588
N  -1.698  5.365  -2.619
C  -1.703  6.150  -3.837
H  -2.254  2.418  -1.208
H  -2.139  4.086  -0.495
H  -0.698  3.134  -0.870
H  -2.125  5.792  -1.814
H  -2.504  5.897  -4.532
H  -0.730  6.244  -4.309
H  -2.013  7.126  -3.451
C  0.887  0.285  -4.486
C  0.052  -0.967  -4.634
O  0.560  -1.980  -5.111
N  -1.245  -1.008  -4.244
C  -2.017  0.193  -3.933
H  1.839  -0.195  -4.270
H  0.617  0.979  -3.691
H  0.911  0.858  -5.412
H  -1.754  -1.837  -4.497
H  -1.912  1.074  -4.566
H  -1.917  0.496  -2.894
H  -3.044  -0.110  -4.161
C  0.713  -7.484  3.671
C  -0.173  -6.899  4.803
O  -0.199  -5.481  4.596
S  0.889  -5.079  3.494
O  2.198  -5.031  4.077
O  0.468  -3.943  2.730
O  0.658  -6.469  2.681
H  0.269  -8.407  3.309
H  1.728  -7.716  3.993
H  0.154  -7.145  5.809
H  -1.172  -7.299  4.644
C  2.017  4.051  -2.409
C  1.656  5.125  -1.408
O  2.738  6.062  -1.369
S  3.949  5.517  -2.334
O  4.753  4.577  -1.590
O  4.576  6.583  -3.048
O  2.914  4.724  -3.281
H  1.179  3.581  -2.915
H  2.625  3.308  -1.881
H  1.454  4.730  -0.411
H  0.760  5.687  -1.680
C  -5.213  -1.924  -1.858
C  -5.948  -3.162  -1.349
O  -6.478  -2.775  -0.074
S  -5.685  -1.554  0.597
O  -4.819  -2.000  1.640
O  -6.696  -0.551  0.807
O  -4.871  -1.130  -0.696
H  -5.811  -1.298  -2.514
H  -4.374  -2.349  -2.408
H  -5.372  -4.041  -1.054
H  -6.784  -3.437  -1.991
C  -2.900  1.377  4.670
C  -3.090  0.236  3.667
O  -3.737  0.736  2.506
S  -4.139  2.325  2.695
O  -5.508  2.508  3.106
O  -3.696  3.094  1.588
O  -3.141  2.558  3.939
H  -1.883  1.420  5.055
H  -3.578  1.269  5.520
H  -3.633  -0.601  4.107
H  -2.131  -0.174  3.345
C  -0.167  -0.950  1.122
C  -1.145  -0.182  0.230
O  -0.401  -0.031  -0.972
S  1.155  0.304  -0.588
O  1.326  1.570  0.076
O  2.060  -0.120  -1.623
O  1.121  -0.866  0.529
H  -0.419  -2.009  1.237
H  -0.159  -0.668  2.177
H  -1.376  0.837  0.567
H  -2.114  -0.626  0.009
C  -0.009  -3.486  -2.366
C  0.594  -4.088  -1.068
O  -0.518  -4.502  -0.257
S  -1.953  -4.232  -1.032
O  -2.556  -2.962  -0.716
O  -2.802  -5.377  -0.959
O  -1.223  -4.180  -2.472
H  0.620  -3.629  -3.241
H  -0.091  -2.401  -2.260
H  1.150  -3.382  -0.456
H  1.185  -4.958  -1.353

Löwdin population analysis, charges in e, atoms 1 to 4: C -0.009; C -0.564; O 0.050; N -0.003


[4]
Molecular formula: C27H60F15N6O21S5
Method: DFT, ωB97M-V/def2-TZVPD

The calculation puts the total energy at -175840.4028 eV. The spin multiplicity is 1. The net charge is +1. For the HOMO-LUMO gap, the calculation gives 8.98 eV.

Element x y z (Å)
C  3.431  -5.514  0.628
N  2.389  -4.522  0.179
C  1.193  -4.676  1.098
C  2.887  -3.090  0.363
C  1.946  -4.773  -1.226
C  1.127  -3.632  -1.915
O  -0.101  -3.493  -1.263
H  2.882  -6.435  0.628
H  3.685  -5.271  1.662
H  4.208  -5.476  -0.116
H  0.532  -3.832  1.122
H  1.592  -4.801  2.092
H  0.636  -5.584  0.874
H  3.729  -2.810  -0.284
H  3.206  -2.979  1.392
H  2.026  -2.409  0.249
H  1.348  -5.703  -1.294
H  2.873  -5.019  -1.765
H  1.116  -3.931  -2.997
H  1.765  -2.690  -1.826
H  -0.693  -2.923  -1.760
C  0.041  -0.721  -5.190
N  0.307  0.672  -5.824
C  1.732  0.957  -5.632
C  -0.104  0.556  -7.247
C  -0.448  1.741  -5.048
C  -0.735  1.542  -3.595
O  0.454  1.372  -2.897
H  0.455  -0.720  -4.180
H  0.510  -1.436  -5.887
H  -1.032  -0.887  -5.257
H  1.974  1.035  -4.583
H  1.979  1.868  -6.189
H  2.358  0.180  -6.058
H  -0.255  1.595  -7.624
H  -1.083  0.056  -7.284
H  0.600  0.050  -7.903
H  -1.431  1.765  -5.510
H  0.027  2.683  -5.201
H  -1.334  0.638  -3.462
H  -1.306  2.394  -3.225
H  0.877  2.140  -2.531
C  6.435  -0.194  -1.224
C  5.671  0.552  -2.320
O  4.990  -0.065  -3.094
N  6.036  1.949  -2.421
H  4.437  3.628  -1.770
H  6.404  2.362  -1.619
C  5.951  2.458  -3.830
H  7.384  -0.306  -1.757
H  5.966  -1.172  -0.996
H  6.636  0.386  -0.322
H  5.797  1.597  -4.444
H  6.874  2.964  -4.045
H  5.105  3.152  -3.914
C  -7.992  0.002  -1.028
C  -7.045  0.066  0.171
O  -7.339  0.138  1.318
N  -5.553  0.237  -0.210
H  -4.994  -0.319  0.432
H  -5.371  -0.106  -1.171
C  -5.012  1.685  -0.065
H  -7.848  -0.871  -1.640
H  -7.853  0.894  -1.601
H  -8.999  -0.020  -0.676
H  -5.488  2.258  -0.860
H  -3.970  1.561  -0.213
H  -5.305  2.054  0.928
C  -0.800  1.343  6.394
C  -0.887  0.112  7.158
O  -0.714  -0.016  8.343
N  -1.364  -1.093  6.390
H  -2.198  -0.839  5.849
H  -0.644  -1.192  5.598
C  -1.518  -2.377  7.190
H  -1.047  1.206  5.344
H  0.218  1.720  6.604
H  -1.397  2.169  6.818
H  -1.393  -2.282  8.269
H  -0.788  -3.070  6.809
H  -2.484  -2.788  6.945
C  -0.933  -0.601  0.753
C  0.306  0.173  0.906
O  1.287  0.122  0.259
N  0.264  1.121  2.152
H  -0.350  1.914  1.970
H  -0.140  0.695  3.015
C  1.648  1.657  2.499
H  -0.865  -1.197  -0.162
H  -1.754  0.059  0.505
H  -1.063  -1.198  1.660
H  2.438  0.949  2.365
H  1.575  1.997  3.533
H  1.981  2.543  1.936
C  3.049  -2.711  4.797
F  2.939  -3.543  5.814
F  3.893  -1.717  5.100
F  3.744  -3.435  3.752
S  1.408  -2.178  4.156
O  0.903  -1.275  5.161
O  1.892  -1.539  2.961
O  0.664  -3.386  3.991
C  -0.911  3.469  -0.107
F  0.366  3.542  0.507
F  -0.715  2.733  -1.204
F  -1.612  2.719  0.790
S  -1.915  5.011  -0.356
O  -1.809  5.539  0.956
O  -1.292  5.701  -1.482
O  -3.052  4.220  -0.706
C  -4.113  -2.662  -1.690
F  -3.683  -3.839  -2.188
F  -5.466  -2.510  -1.974
F  -3.988  -2.745  -0.388
S  -3.172  -1.269  -2.424
O  -1.770  -1.752  -2.349
O  -3.744  -1.261  -3.734
O  -3.373  -0.144  -1.566
C  -4.243  1.203  4.516
F  -3.833  1.105  5.835
F  -5.562  1.214  4.562
F  -3.862  2.404  4.088
S  -3.420  -0.230  3.519
O  -3.531  -1.304  4.478
O  -4.188  -0.376  2.312
O  -2.060  0.254  3.439
C  2.605  6.096  -0.359
F  2.708  5.367  0.671
F  1.403  6.572  -0.552
F  3.484  7.114  -0.178
S  2.944  5.115  -1.952
O  2.062  4.031  -2.015
O  3.101  6.086  -2.998
O  4.492  4.450  -1.429

Löwdin population analysis, charges in e, atoms 1 to 4: C 0.039; N -0.333; C 0.010; C 0.020


Per-record maximum force, Eh/bohr: 0.166; 0.096; 0.048; 0.128